(1)
A cluster of 11 separate species, C43H105N3O19 in total at a distorted geometry, computed with wB97M-V/def2-TZVPD.

Cartesian coordinates (Å):
C: 2.875 0.139 -2.328
C: 2.392 0.096 -3.747
C: 1.311 1.258 -3.860
C: 1.044 1.613 -5.339
C: 2.346 2.105 -6.013
C: 3.406 0.909 -6.084
N: 3.552 0.460 -4.669
O: 4.552 -0.515 -4.562
C: 2.981 -0.120 -7.157
C: 4.832 1.452 -6.443
C: 1.730 -1.271 -4.075
H: 3.113 1.115 -1.905
H: 3.683 -0.579 -2.188
H: 2.018 -0.278 -1.800
H: 0.332 0.909 -3.531
H: 1.491 2.177 -3.302
H: 0.290 2.398 -5.382
H: 0.650 0.815 -5.969
H: 2.586 3.056 -5.539
H: 1.905 2.330 -6.984
H: 3.289 -1.137 -6.916
H: 1.908 -0.271 -7.279
H: 3.329 0.241 -8.125
H: 5.588 0.682 -6.599
H: 4.767 2.179 -7.252
H: 5.148 2.034 -5.577
H: 1.405 -1.304 -5.115
H: 0.927 -1.529 -3.386
H: 2.474 -2.066 -4.032
H: 5.322 0.020 -4.356
C: 1.233 0.492 5.715
C: 1.917 0.172 4.320
C: 2.141 1.428 3.395
C: 3.386 2.280 3.707
C: 4.624 1.467 3.786
C: 4.527 0.229 4.767
N: 3.250 -0.518 4.412
O: 3.095 -1.688 5.167
C: 5.762 -0.659 4.520
C: 4.608 0.726 6.218
C: 0.938 -0.732 3.605
H: 0.894 1.523 5.821
H: 1.933 0.443 6.549
H: 0.404 -0.144 6.025
H: 2.235 1.177 2.338
H: 1.301 2.113 3.503
H: 3.115 2.728 4.663
H: 3.403 3.140 3.037
H: 5.379 2.142 4.190
H: 5.020 1.210 2.804
H: 5.701 -1.192 3.572
H: 6.668 -0.058 4.443
H: 6.028 -1.434 5.239
H: 3.798 1.433 6.398
H: 4.373 -0.018 6.978
H: 5.560 1.203 6.453
H: 1.419 -0.964 2.655
H: -0.047 -0.309 3.411
H: 0.887 -1.758 3.969
H: 3.230 -2.351 4.487
C: -3.205 5.446 2.200
C: -1.823 5.265 1.398
C: -1.121 3.978 1.955
C: -0.050 3.431 1.070
C: -0.693 3.110 -0.272
C: -1.317 4.357 -0.960
N: -2.197 5.014 0.014
O: -2.916 6.062 -0.582
C: -0.284 5.308 -1.562
C: -2.213 3.805 -2.127
C: -0.953 6.531 1.538
H: -3.931 4.675 1.941
H: -3.639 6.414 1.950
H: -3.191 5.439 3.290
H: -0.715 4.334 2.902
H: -1.914 3.248 2.118
H: 0.402 2.536 1.496
H: 0.739 4.158 0.878
H: -1.465 2.342 -0.238
H: 0.088 2.854 -0.987
H: -0.626 6.215 -2.062
H: 0.382 5.783 -0.842
H: 0.439 4.795 -2.195
H: -2.470 4.519 -2.910
H: -1.644 3.127 -2.764
H: -3.124 3.318 -1.780
H: -0.608 6.804 2.535
H: -1.449 7.404 1.114
H: -0.018 6.505 0.979
H: -2.221 6.714 -0.701
C: 4.069 -4.455 2.121
C: 4.215 -3.255 1.138
O: 4.977 -3.677 -0.004
O: 3.416 -4.232 3.402
H: 5.033 -4.926 2.313
H: 3.458 -5.211 1.630
H: 4.595 -2.346 1.604
H: 3.246 -3.009 0.704
H: 4.420 -3.766 -0.780
H: 3.491 -5.008 3.962
C: -5.126 -3.476 -0.782
C: -3.956 -4.256 -0.172
O: -4.244 -4.543 1.218
O: -6.325 -4.295 -0.753
H: -4.968 -3.193 -1.823
H: -5.328 -2.557 -0.232
H: -3.101 -3.582 -0.216
H: -3.770 -5.190 -0.702
H: -4.952 -5.191 1.250
H: -6.191 -5.126 -1.213
C: -4.678 2.865 0.259
C: -5.285 1.747 -0.650
O: -4.997 0.426 -0.121
O: -5.045 4.138 -0.147
H: -3.613 2.645 0.331
H: -5.012 2.767 1.291
H: -4.932 1.847 -1.676
H: -6.355 1.957 -0.629
H: -4.740 0.529 0.798
H: -4.221 4.630 -0.178
C: 0.707 -5.290 -1.264
C: 1.762 -4.172 -1.576
O: 3.028 -4.709 -1.850
O: 0.327 -5.926 -2.517
H: -0.139 -4.975 -0.652
H: 1.119 -6.130 -0.705
H: 1.758 -3.640 -0.624
H: 1.408 -3.416 -2.277
H: 3.028 -5.015 -2.760
H: 1.158 -6.234 -2.886
C: -1.781 -0.678 -1.166
C: -0.864 -1.730 -0.424
O: 0.294 -1.141 0.098
O: -3.095 -1.104 -1.416
H: -1.429 -0.243 -2.101
H: -1.929 0.150 -0.473
H: -0.568 -2.564 -1.060
H: -1.442 -2.217 0.362
H: 0.627 -1.602 0.872
H: -3.696 -0.414 -1.125
C: -0.948 -4.296 3.468
C: -0.270 -4.725 2.137
O: 0.770 -3.773 1.806
O: -0.071 -4.494 4.555
H: -1.918 -4.774 3.600
H: -1.238 -3.248 3.543
H: -1.068 -4.580 1.409
H: 0.080 -5.746 2.292
H: 1.272 -3.643 2.614
H: -0.556 -4.521 5.383
C: -3.091 -1.122 2.336
C: -3.915 -1.912 3.349
O: -3.375 -1.825 4.673
O: -3.391 0.253 2.549
H: -3.360 -1.324 1.299
H: -2.015 -1.241 2.467
H: -4.042 -2.949 3.040
H: -4.948 -1.565 3.360
H: -3.783 -2.489 5.233
H: -2.890 0.387 3.357
C: -4.614 -0.445 -4.367
C: -3.992 0.908 -3.948
O: -2.962 1.316 -4.871
O: -5.202 -0.313 -5.611
H: -5.357 -0.800 -3.652
H: -3.891 -1.231 -4.586
H: -3.664 0.875 -2.909
H: -4.760 1.678 -3.879
H: -2.858 2.260 -4.734
H: -4.584 -0.360 -6.344

## Properties
**Orbital gap (alpha / beta)**: 7.33 / 2.86 eV
**<S²>**: 0.75
**2S+1**: 2
**Total charge**: +1


(2)
A structure of composition C43H108F2N9NiO13S2 at a distorted geometry, computed with wB97M-V/def2-TZVPD.

Cartesian coordinates (Å):
Ni: -0.535 1.136 3.527
N: -0.258 0.020 2.031
S: 0.755 -1.011 1.614
O: 2.119 -0.568 1.374
O: 0.313 -2.238 0.991
F: 0.875 -1.437 3.149
S: -0.360 0.489 0.338
O: -1.246 -0.328 -0.551
O: 0.810 1.185 -0.164
F: -1.277 1.748 0.694
C: -6.337 -3.368 -2.115
C: -5.174 -2.828 -1.273
C: -4.559 -1.598 -2.144
C: -5.383 -0.382 -2.122
C: -5.605 0.035 -0.643
C: -6.244 -1.087 0.309
N: -5.513 -2.364 0.165
O: -5.995 -3.350 0.965
C: -6.140 -0.700 1.820
C: -7.753 -1.218 0.059
C: -4.036 -3.943 -1.229
H: -5.901 -3.744 -3.041
H: -7.072 -2.644 -2.465
H: -7.004 -4.053 -1.592
H: -3.561 -1.380 -1.763
H: -4.311 -1.885 -3.166
H: -6.374 -0.527 -2.553
H: -4.859 0.344 -2.743
H: -6.288 0.883 -0.590
H: -4.617 0.353 -0.309
H: -5.107 -0.542 2.130
H: -6.700 0.216 2.009
H: -6.562 -1.424 2.517
H: -8.350 -1.826 0.739
H: -8.260 -0.254 0.048
H: -8.002 -1.536 -0.953
H: -3.414 -3.822 -2.116
H: -4.491 -4.930 -1.146
H: -3.233 -3.805 -0.505
H: -6.835 -3.643 0.606
C: 5.648 5.079 -0.616
C: 5.889 3.740 -1.342
C: 4.795 2.790 -0.710
C: 3.366 3.033 -1.236
C: 3.374 2.898 -2.801
C: 4.389 3.781 -3.506
N: 5.688 3.760 -2.782
O: 6.647 4.406 -3.543
C: 4.663 3.172 -4.884
C: 3.715 5.165 -3.620
C: 7.276 3.146 -0.984
H: 4.665 5.377 -0.979
H: 6.329 5.861 -0.950
H: 5.748 4.941 0.461
H: 5.020 1.724 -0.736
H: 4.584 3.101 0.314
H: 2.716 3.855 -0.938
H: 2.829 2.173 -0.835
H: 2.330 3.064 -3.070
H: 3.445 1.837 -3.044
H: 3.731 3.085 -5.443
H: 5.193 3.936 -5.452
H: 5.108 2.180 -4.805
H: 3.130 5.491 -2.760
H: 4.410 6.000 -3.707
H: 3.079 5.186 -4.505
H: 7.285 2.129 -1.376
H: 7.556 3.121 0.069
H: 8.093 3.647 -1.502
H: 7.126 3.693 -3.970
C: -2.445 -4.137 2.523
O: -3.508 -3.233 2.734
H: -1.523 -3.749 2.090
H: -2.122 -4.502 3.498
H: -2.753 -5.013 1.953
H: -4.050 -2.974 1.985
C: 2.526 3.869 2.388
C: 1.826 2.552 2.736
C: 2.247 1.945 4.132
O: 1.492 0.772 4.408
C: 2.027 0.008 5.426
N: 0.424 2.930 2.834
H: 3.564 3.584 2.216
H: 2.503 4.662 3.136
H: 2.221 4.244 1.411
H: 2.051 1.824 1.956
H: 2.218 2.633 4.977
H: 3.276 1.585 4.104
H: 2.787 -0.648 5.002
H: 1.201 -0.618 5.763
H: 2.250 0.650 6.278
H: 0.415 3.217 1.866
H: 0.252 3.774 3.360
C: 3.997 -4.237 3.911
C: 3.658 -4.036 2.441
C: 4.805 -4.330 1.363
O: 4.509 -4.005 -0.082
C: 4.004 -2.715 -0.533
N: 2.608 -4.871 2.216
H: 4.342 -5.250 4.123
H: 3.241 -3.802 4.564
H: 4.938 -3.768 4.200
H: 3.275 -3.039 2.223
H: 5.184 -5.352 1.379
H: 5.611 -3.646 1.630
H: 4.001 -1.911 0.203
H: 2.954 -3.007 -0.527
H: 4.225 -2.331 -1.529
H: 2.052 -4.574 1.427
H: 1.827 -4.774 2.850
C: -0.906 -5.740 -0.009
C: 0.064 -5.641 -1.130
C: -0.282 -6.276 -2.412
O: -1.276 -5.481 -3.052
C: -2.063 -6.208 -4.016
N: 0.238 -4.206 -1.386
H: -0.903 -6.745 0.412
H: -1.886 -5.414 -0.357
H: -0.567 -5.247 0.902
H: 1.040 -6.063 -0.888
H: -0.590 -7.290 -2.157
H: 0.607 -6.195 -3.038
H: -2.972 -5.609 -4.068
H: -2.187 -7.284 -3.895
H: -1.588 -6.070 -4.987
H: -0.494 -3.986 -2.046
H: 0.205 -3.677 -0.527
C: 1.761 -2.302 -4.451
C: 1.160 -0.928 -4.671
C: 1.114 -0.649 -6.243
O: 2.383 -0.471 -6.903
C: 3.269 0.582 -6.477
N: -0.117 -0.792 -4.026
H: 2.282 -2.627 -5.352
H: 0.900 -2.963 -4.350
H: 2.393 -2.449 -3.576
H: 1.879 -0.277 -4.174
H: 0.569 0.281 -6.404
H: 0.593 -1.402 -6.835
H: 3.637 0.492 -5.455
H: 2.773 1.547 -6.579
H: 4.149 0.724 -7.105
H: -0.763 -1.373 -4.540
H: -0.025 -1.230 -3.121
C: -2.649 5.240 -0.334
C: -1.210 5.513 -0.043
C: -0.832 6.514 1.128
O: -1.317 6.008 2.472
C: -1.065 6.832 3.575
N: -0.496 4.230 0.273
H: -2.766 4.538 -1.161
H: -3.167 6.106 -0.747
H: -3.172 5.004 0.592
H: -0.725 5.775 -0.984
H: -1.401 7.438 1.021
H: 0.222 6.731 1.299
H: -0.020 6.931 3.871
H: -1.616 6.478 4.446
H: -1.579 7.786 3.457
H: -0.964 3.480 -0.216
H: 0.412 4.419 -0.128
C: -3.404 -1.326 5.469
C: -2.658 -0.401 4.498
C: -3.346 1.004 4.300
O: -2.517 1.781 3.375
C: -3.072 2.963 3.027
N: -1.261 -0.342 4.997
H: -3.024 -2.347 5.527
H: -4.424 -1.457 5.107
H: -3.413 -0.887 6.466
H: -2.613 -0.849 3.505
H: -3.595 1.486 5.245
H: -4.311 0.812 3.830
H: -2.450 3.734 3.480
H: -4.094 3.231 3.297
H: -3.102 2.919 1.938
H: -1.208 -0.127 5.982
H: -1.013 -1.319 5.070

## Properties
**Orbital gap (alpha / beta)**: 5.96 / 5.08 eV
**<S²>**: 2.00
**2S+1**: 3
**Total charge**: +1


Number 1: E -3294.54725 Ha. Number 2: E -5677.79446 Ha.